(1)
Formula: C4H7NO
Source: the Open Molecules 2025 dataset
Level of theory: wB97M-V/def2-TZVPD

```
! wB97M-V def2-TZVPD RIJCOSX def2/J DEFGRID3
* xyz 0 3
O 0.76 -0.39 -1.19
N 1.03 0.56 1.43
C -1.39 -0.60 0.14
C -0.13 0.04 -0.26
C 0.28 0.95 -1.32
C 2.10 -0.04 1.30
H 2.87 0.05 2.06
H 2.36 -0.67 0.44
H -1.21 -1.36 0.90
H -1.86 -1.07 -0.73
H -0.36 1.12 -2.17
H 1.00 1.72 -1.10
H -2.07 0.15 0.55
*
```

Its molar mass is 85.11 g mol⁻¹. The relative energy (zero: lowest compared OMol25 entry of this formula, charge and spin) is 147.66 kJ/mol. The total energy comes out at -286.36203 hartree. The expectation value of S² is 2.016. The value obtained for the highest occupied orbital energy (alpha / beta) is -5.551 / -10.723 eV. For the LUMO energy (alpha / beta), the calculation gives 1.1 / -1.2 eV.

---

(2)
Formula: C4H7NO2
Source: the Open Molecules 2025 dataset
Level of theory: wB97M-V/def2-TZVPD

```
! wB97M-V def2-TZVPD RIJCOSX def2/J DEFGRID3
* xyz 0 1
O 1.37 -1.27 0.41
O -2.03 1.94 -0.37
N 1.88 0.50 -0.87
C 0.96 -0.33 -0.25
C -0.95 -1.11 0.99
C -0.56 -0.07 -0.18
C -0.93 1.49 -0.15
H -1.09 -0.39 -1.10
H 2.80 0.10 -0.72
H -0.57 -0.78 1.96
H -2.02 -1.24 1.00
H -0.09 2.21 0.00
H -0.53 -2.14 0.96
H 1.77 1.08 -1.69
*
```

Its molar mass is 101.10 g mol⁻¹. The relative energy (zero: lowest compared OMol25 entry of this formula, charge and spin) is 150.68 kJ/mol. The total energy comes out at -361.82347 hartree. The value obtained for the highest occupied orbital energy is -9.923 eV. Its SMILES is C[C@@H](C=O)C(N)=O. For the LUMO energy, the calculation gives 0.6 eV.

---

(3)
Formula: C4H7NO2
Source: the Open Molecules 2025 dataset
Level of theory: wB97M-V/def2-TZVPD

```
! wB97M-V def2-TZVPD RIJCOSX def2/J DEFGRID3
* xyz 0 1
O -0.10 0.14 -1.30
O -0.73 -0.65 2.25
N -1.90 0.15 1.26
C 1.35 -1.32 0.13
C 0.67 1.10 -0.61
C -0.72 -0.20 1.02
C 0.35 -0.20 0.00
H -2.61 1.38 -1.29
H 0.87 -2.29 -0.02
H 1.69 1.25 -0.98
H 2.14 -1.20 -0.62
H 1.80 -1.31 1.13
H 0.14 1.99 -0.29
H -2.94 1.14 -0.67
*
```

Its molar mass is 101.10 g mol⁻¹. The relative energy (zero: lowest compared OMol25 entry of this formula, charge and spin) is 595.71 kJ/mol. The total energy comes out at -361.65396 hartree. The value obtained for the highest occupied orbital energy is -9.950 eV. For the LUMO energy, the calculation gives 0.2 eV.